[1]
The following is a DFT calculation (ωB97M-V with the def2-TZVPD basis set) of a molecular structure, C34H43AsCoO3PS.

Structure (ORCA input):
```
! RIJCOSX wB97M-V def2-TZVPD def2/J DEFGRID3
* xyz 1 2
As 1.3238 -1.1571 -0.2354
Co -0.7487 -0.3231 -0.8836
S -0.6464 -1.7926 -2.5086
P -1.5988 0.0078 1.2245
O -2.7631 -1.0734 1.3549
O -2.3587 1.3251 1.6588
O -0.7056 -0.3662 2.4989
C -2.9236 2.7449 -0.8040
C 2.7821 -4.7347 -1.8811
C 0.8289 -4.0288 -3.1219
C 3.2304 -0.9661 1.9302
C -3.5462 1.5383 -1.0770
C 2.0894 -3.0118 3.4251
C 2.2868 1.5210 -0.6089
C 2.6554 -3.6379 -1.0448
C 3.2195 -2.3538 3.8935
C 0.6844 -2.9276 -2.2774
C 1.5266 -2.6458 2.2131
C 3.5719 -0.1587 -1.7672
C -1.6832 3.0617 -1.3432
C -1.0590 2.2277 -2.2627
C -4.8668 1.1657 -0.4746
C -0.1070 1.5873 3.8622
C 0.1312 2.7264 -3.0577
C 0.3707 0.4770 2.9568
C 2.0877 -1.6131 1.4734
C -2.5586 -3.1594 2.5580
C -2.8917 0.6493 -1.9340
C 2.5158 0.1880 -0.9313
C 1.8686 -4.9192 -2.9170
C 4.1757 2.1626 -1.9470
C 4.3972 0.8325 -2.2771
C 0.9411 1.6330 -3.7437
C -1.7005 1.0146 -2.5710
C 1.6152 -2.7406 -1.2577
C -2.5230 -2.4896 1.2090
C 3.7939 -1.3384 3.1438
C -3.5205 2.7995 3.1547
C -3.1703 1.3629 2.8673
C 3.1227 2.5069 -1.1116
C -0.3666 3.7357 -4.1001
H 0.6566 -3.1769 1.8478
H -1.0520 3.2526 -4.7980
H 1.6505 -3.8140 4.0016
H 3.7434 -1.1953 -2.0345
H -1.7735 -2.7812 3.2109
H 0.7811 3.2649 -2.3587
H -0.6558 1.1896 4.7151
H -0.7339 2.3050 3.3357
H -1.5732 -2.6439 0.6854
H 4.8225 2.9315 -2.3444
H 1.8474 2.0612 -4.1707
H -4.1530 2.8472 4.0400
H -5.5429 0.7692 -1.2316
H -0.8913 4.5694 -3.6357
H 3.6577 -2.6421 4.8383
H -3.5207 -2.9924 3.0397
H 0.3818 1.1839 -4.5654
H 4.6821 -0.8350 3.4997
H -3.4027 3.4482 -0.1373
H -2.6307 3.3993 3.3382
H 3.3535 -3.4841 -0.2295
H 0.9053 0.8816 2.0889
H -1.2238 4.0120 -1.0962
H -3.3756 -0.2793 -2.2138
H -3.3161 -2.8556 0.5568
H -4.0594 0.7592 2.6911
H -2.4260 -4.2337 2.4322
H -2.6025 0.9094 3.6813
H -4.7402 0.3909 0.2828
H 5.2140 0.5650 -2.9331
H 2.9458 3.5426 -0.8572
H 1.4435 1.8066 0.0188
H -4.0721 3.2371 2.3250
H 3.6788 -0.1682 1.3505
H 1.2318 0.8326 -3.0650
H 1.9688 -5.7734 -3.5722
H -1.3449 0.4328 -3.4074
H 0.7646 2.1182 4.2463
H 0.4700 4.1339 -4.6736
H 3.5848 -5.4432 -1.7312
H -5.3464 2.0257 -0.0112
H 0.1245 -4.1838 -3.9267
H 1.0476 -0.1975 3.4813
*
```

lowest unoccupied orbital energy (alpha / beta): -0.1391 / -0.0903 Eh
ΔE to the lowest compared entry with this formula, charge and spin: 0.2 kcal/mol
HOMO (alpha / beta): -10.507 / -10.684 eV

Here are the Löwdin charges for atoms 1 to 6, given in e: As 1.3212; Co 0.0030; S 0.7509; P 0.7219; O -0.2586; O -0.2724

***

[2]
The following is a DFT calculation (ωB97M-V with the def2-TZVPD basis set) of 3 unconnected molecules or ions with the total composition C34H43BrF7IN2O7S3.

Structure (ORCA input):
```
! RIJCOSX wB97M-V def2-TZVPD def2/J DEFGRID3
* xyz 0 1
I -6.6631 -3.4075 -2.7654
Br 1.8793 -2.3053 -0.5549
S -0.9641 -3.5201 5.9723
S 5.3729 1.1165 -5.3667
S -5.6183 1.5464 1.1765
F -0.1127 3.5927 -2.3284
F 2.5976 2.4069 -3.6284
F 0.9212 1.4722 -5.4745
F -0.7949 1.9085 -4.2651
F 1.9473 3.6820 -1.6818
F 1.3627 0.6906 -3.0351
F 0.5474 3.5043 -4.9223
O -5.3043 4.0940 1.8874
O 4.3796 5.0843 -0.2788
O -1.4641 2.8563 -0.2344
O 1.9194 0.3422 1.9915
O 6.2546 -0.0124 -4.9771
O -0.3900 -3.1817 4.6327
O -0.7257 -4.1025 -0.1965
N -6.4487 2.9412 3.3720
N -6.3258 4.2375 3.8174
C -1.9666 -3.3852 1.8291
C -5.8329 2.9070 2.2328
C 0.4586 2.2612 -4.4885
C 0.1457 -2.8280 7.1987
C -5.2527 -3.5083 -1.1233
C 3.9825 0.4188 -6.2639
C 3.2520 -2.3395 1.9608
C -0.1603 -0.1895 0.9378
C -0.3943 -1.4717 1.4559
C -1.3049 -4.4913 0.9767
C -2.7071 -1.2720 0.6223
C -4.4583 -2.1986 -1.0457
C 0.9349 2.8243 -1.9743
C 6.1323 1.9173 -6.7854
C -2.0354 -4.8722 -0.2738
C 3.0587 1.2434 -0.4606
C 4.9900 4.1246 -1.1377
C -4.1147 -1.8097 0.4207
C -5.6466 4.8913 2.9401
C 3.8409 2.3428 0.3103
C -0.7532 1.8872 -0.2447
C 0.6450 1.9642 -0.7733
C -1.1539 0.5468 0.2855
C 0.6748 -2.2497 2.1836
C 1.3692 2.0090 -3.2575
C -2.3185 -2.3780 6.2537
C -4.0644 2.0182 0.3732
C 1.8991 -2.7520 1.3432
C -3.5396 0.8672 -0.5100
C 5.1110 2.7784 -0.4452
C -2.4552 0.0382 0.1374
C 1.5975 1.2890 -0.1309
C 1.1896 0.4499 1.0452
C -1.6989 -2.0058 1.2781
H -3.3288 2.2336 1.1374
H -1.7138 -5.7319 -0.8469
H -4.8475 -1.0743 0.7415
H -0.2951 -2.9412 8.1888
H 4.3493 -0.2268 -7.0620
H 6.3567 1.1737 -7.5502
H -0.8343 -5.3055 1.5165
H 0.2757 -3.0991 2.7302
H 3.4368 0.2915 -0.0985
H 1.0823 -3.3795 7.1513
H 5.9393 2.8004 0.2601
H -5.3452 5.9185 2.9858
H 1.0800 -1.5986 2.9466
H -1.5711 -3.5156 2.8282
H -2.5278 -4.1187 -0.8691
H 5.4571 2.6780 -7.1779
H -4.1481 2.9291 -0.2077
H -4.3844 0.2853 -0.8514
H 3.3915 -0.1651 -5.5612
H -1.9764 -1.3556 6.0933
H -5.0913 -1.4373 -1.4877
H -2.6918 -2.5036 7.2697
H 3.1337 -2.0355 2.9954
H 3.7097 5.5705 -0.7621
H 0.3271 -1.7761 6.9779
H 7.0543 2.3866 -6.4490
H 3.1946 3.1807 0.5443
H -4.6377 -4.3690 -1.3381
H 4.1595 1.9040 1.2515
H 1.8840 -3.8347 1.3897
H -4.3010 -2.6933 1.0192
H 3.2585 1.2685 -1.5270
H 5.3319 2.0290 -1.2056
H 5.9770 4.5139 -1.3976
H -5.8722 -3.6696 -0.2499
H 3.3707 1.2236 -6.6708
H 4.4506 4.0304 -2.0813
H -3.0159 -3.6451 1.8350
H -3.5670 -2.2670 -1.6677
H -3.1092 -2.6153 5.5447
H -3.1154 1.3194 -1.4049
H 3.6639 -1.5094 1.3964
H 3.9311 -3.1841 1.8857
*
```

lowest unoccupied orbital energy: -0.0306 Eh
HOMO: -8.930 eV

Here are the Löwdin charges for atoms 1 to 6, given in e: I 0.7377; Br 0.8312; S 0.8508; S 0.7846; S 1.0198; F 0.1385

***

[3]
The following is a DFT calculation (ωB97M-V with the def2-TZVPD basis set) of 6 unconnected molecules or ions with the total composition C34H43FN3O3P2.

Structure (ORCA input):
```
! RIJCOSX wB97M-V def2-TZVPD def2/J DEFGRID3
* xyz 1 1
P -4.9394 -6.2020 -0.5716
P -2.8748 -6.7104 -1.0479
F -4.9271 -1.8804 -4.6410
O -5.7089 -7.3792 -0.2906
O -4.8349 -5.1385 0.6166
O -5.3902 -5.4173 -1.8741
N -2.0742 -4.5435 -2.8424
N -2.0530 -5.1847 -0.6613
N -1.0223 -3.1719 -1.1610
C -3.7326 -1.3733 -4.1718
C -1.4757 1.8595 -2.4134
C 2.9644 -2.9440 2.8008
C 6.1945 -0.2122 3.3519
C -1.3374 2.8350 1.8917
C 2.4396 -4.8401 4.1841
C 1.6581 8.1611 -5.7053
C 2.1998 7.2693 -3.5402
C -1.5170 3.4567 4.2067
C -2.2845 -3.3410 -3.6951
C 3.1952 -3.7015 3.9398
C -0.8175 1.6034 2.2649
C 1.2229 -4.4675 2.1507
C 0.7711 7.1154 -5.9155
C -1.6895 3.7606 2.8634
C 6.3701 1.0869 5.3661
C 1.3148 6.2219 -3.7513
C -2.5006 1.8167 -1.4793
C -1.5570 4.2596 -2.3934
C 6.3565 -1.3133 5.4833
C 6.2542 1.0210 3.9850
C 1.4500 -5.2229 3.2916
C 6.2437 -1.3793 4.1016
C -1.0021 3.0809 -2.8710
C -0.6479 1.2970 3.6080
C -3.1904 -2.2887 -3.0854
C -3.0474 2.9950 -0.9941
C -1.7155 -4.2958 -1.5506
C -2.5780 4.2169 -1.4531
C 2.3738 8.2370 -4.5188
C 6.4236 -0.0800 6.1152
C -0.9948 2.2260 4.5788
C 0.6022 6.1433 -4.9400
C 1.9801 -3.3296 1.9042
H 2.7541 7.3313 -2.6128
H 0.8591 -6.1087 3.4853
H -1.6242 -2.4201 -0.8366
H -2.7768 -3.7027 -4.5849
H 2.6223 -5.4299 5.0720
H -1.4607 3.0725 0.8492
H -1.0429 0.9371 -2.7839
H -0.2432 0.3357 3.8994
H 3.5521 -2.0546 2.6138
H 1.7919 8.9179 -6.4668
H -0.0868 5.3240 -5.1076
H -2.8724 0.8629 -1.1216
H -0.8571 1.9912 5.6260
H -0.5413 0.8816 1.5049
H 6.1955 -2.3422 3.6075
H 0.4497 -4.7712 1.4492
H 6.3936 -2.2236 6.0683
H -2.9909 -1.3257 -4.9579
H 1.8055 -2.7404 1.0108
H -6.0320 -4.7225 -1.6519
H -1.3605 -2.8861 -4.0219
H -0.4140 -3.3836 -0.3761
H -2.6035 -1.6462 -2.4430
H 6.1101 -0.2638 2.2736
H 6.4195 2.0485 5.8595
H -3.0051 5.1368 -1.0764
H 3.0670 9.0518 -4.3565
H -1.1925 5.2128 -2.7527
H 6.5181 -0.0279 7.1918
H -3.8999 -0.3866 -3.7596
H -1.8012 -4.9880 0.3005
H -0.2011 3.1142 -3.5988
H -1.2928 -5.0654 -3.2472
H -1.7886 4.1799 4.9643
H 6.2122 1.9315 3.4018
H -3.8389 2.9603 -0.2571
H 0.2116 7.0578 -6.8399
H 3.9658 -3.4026 4.6379
H -2.5449 -7.5387 0.0418
H -5.6583 -4.6402 0.7531
H 1.1816 5.4654 -2.9875
H -3.9843 -2.7093 -2.4799
H -2.0979 4.7205 2.5737
*
```

lowest unoccupied orbital energy: -0.1520 Eh
HOMO: -10.765 eV

Here are the Löwdin charges for atoms 1 to 6, given in e: P 0.1916; P 0.9267; F -0.0268; O -0.2623; O -0.1670; O -0.1557

***

[4]
The following is a DFT calculation (ωB97M-V with the def2-TZVPD basis set) of a molecular structure, C34H43GeN3SV.

Structure (ORCA input):
```
! RIJCOSX wB97M-V def2-TZVPD def2/J DEFGRID3
* xyz -1 3
Ge -0.5715 -0.6566 -1.9673
V 0.5203 1.2653 0.7194
S 1.9313 3.3155 0.6911
N 2.8665 1.7307 -1.2455
N 3.8968 1.4559 0.7910
N 3.8355 1.5945 2.1894
C -1.9648 2.0845 2.8625
C -1.1479 2.8985 3.6344
C -2.4133 -1.6541 0.0655
C -1.5180 -0.1012 -6.6350
C 3.2450 -3.5527 -1.9265
C -2.2956 2.5027 1.5727
C -2.8099 -2.6403 -2.0769
C 2.1814 -1.4841 -2.5349
C 0.9317 -3.1610 -1.3879
C 0.9767 -1.8901 -1.9563
C -0.2708 0.9172 -0.9953
C -1.8294 3.7088 1.0633
C -1.0102 -1.3084 -6.1759
C 2.9170 2.0724 0.0731
C -2.4194 0.7417 3.3598
C -1.4430 0.7617 -4.3909
C -0.9446 -0.4473 -3.9064
C -2.0762 -1.7576 -1.2841
C -4.1576 -3.2914 -0.1929
C -0.6530 4.1070 3.1456
C 1.0688 -0.0308 1.9165
C 0.4210 -2.4215 2.3051
C -3.4402 -2.4152 0.6101
C 3.3074 -2.2964 -2.5187
C -0.7264 -1.4741 -4.8255
C 1.9721 -1.3155 3.8978
C 1.5404 -1.3751 2.4258
C -1.7315 0.9375 -5.7381
C 2.7315 -1.8418 1.5793
C 2.0516 -3.9854 -1.3690
C 0.3242 4.9152 3.9542
C -2.1697 4.1401 -0.3367
C -3.8421 -3.4012 -1.5406
C -1.0131 4.5041 1.8660
H 2.7768 -0.5892 4.0448
H -1.7900 -0.0371 2.9186
H -2.6879 3.3465 -0.8740
H 3.2804 0.8339 -1.4689
H -2.3359 0.6711 4.4451
H -4.4024 -4.0797 -2.1740
H 2.4899 -1.7807 0.5169
H -2.5793 -2.7320 -3.1333
H -1.0423 1.6774 -1.2114
H 1.1318 -1.0129 4.5280
H 1.9929 -4.9645 -0.9078
H 1.3442 4.6085 3.7083
H 0.1759 4.7667 5.0244
H 2.9699 1.1114 2.4848
H 4.0290 0.4983 0.4781
H -0.8605 2.5699 4.6287
H -1.8474 -0.9634 0.6857
H 4.2310 -1.9577 -2.9750
H 0.7535 -3.4072 2.6541
H 4.1209 -4.1901 -1.9064
H 0.2348 5.9803 3.7368
H -3.6802 -2.3242 1.6640
H 4.6443 1.1236 2.5737
H -1.5932 1.5839 -3.6982
H 1.9070 1.7898 -1.6002
H 3.6045 -1.2109 1.7792
H -0.4455 -2.1192 2.8989
H -1.2642 4.3881 -0.8931
H 0.6401 0.6195 2.7371
H 2.3283 -2.2901 4.2501
H -2.8982 1.8555 0.9443
H 0.0069 -3.5123 -0.9425
H -0.3146 -2.4186 -4.4824
H -0.6160 5.4324 1.4665
H -4.9618 -3.8840 0.2280
H -2.8140 5.0232 -0.3284
H -3.4536 0.5418 3.0746
H 0.0980 -2.5081 1.2676
H -2.1176 1.8867 -6.0915
H 3.0122 -2.8748 1.8136
H -0.8311 -2.1208 -6.8710
H 2.2316 -0.5151 -3.0244
H -1.7395 0.0326 -7.6873
*
```

lowest unoccupied orbital energy (alpha / beta): 0.1024 / 0.1015 Eh
ΔE to the lowest compared entry with this formula, charge and spin: 0.0 kcal/mol
HOMO (alpha / beta): -3.211 / -3.593 eV

Here are the Löwdin charges for atoms 1 to 6, given in e: Ge 0.8435; V 0.4113; S 0.6523; N 0.0781; N -0.0991; N 0.0004

***

[5]
The following is a DFT calculation (ωB97M-V with the def2-TZVPD basis set) of a molecular structure, C34H43N2O7OsS2Sb2.

Structure (ORCA input):
```
! RIJCOSX wB97M-V def2-TZVPD def2/J DEFGRID3
* xyz 1 1
Os 1.0893 -0.3991 0.9570
Sb -3.0135 1.7517 -0.5445
Sb -2.0060 -0.8701 -2.4127
S 1.0630 -0.9870 -1.7968
S 2.0230 -3.0376 0.6584
O 0.6676 -2.8814 1.1639
O -0.4966 1.1703 1.1343
O 0.3415 -0.6657 -3.0317
O 2.8060 -4.0400 1.3135
O 2.6766 -1.6878 0.6589
O 0.0662 -1.2295 -0.7371
O 1.9597 0.0760 -1.3964
N 1.8820 0.2345 2.6185
N -0.0743 2.9909 2.3844
C 2.0583 -3.4697 -1.0941
C -5.6205 -1.4263 -3.5356
C -3.2658 3.8248 0.1571
C -6.8181 0.4248 -4.4346
C 0.2800 -1.1265 3.7896
C -6.2941 1.2353 -3.4428
C 2.8255 1.2262 2.7855
C 0.9422 -2.4162 5.7051
C 2.2460 -1.9637 5.5633
C -5.0998 -0.6294 -2.5011
C -5.0931 1.6467 -1.3273
C 3.9819 2.8410 4.1694
C 3.5696 1.6751 1.6801
C 1.5915 -0.6347 3.6636
C 1.8356 -2.5536 -2.1042
C 4.7290 3.2589 3.0773
C 3.0394 1.8413 4.0335
C -4.2423 -1.2525 -1.5439
C 2.5040 -4.7433 -1.4160
C 0.7487 2.9472 0.0920
C -5.4538 0.7419 -2.4520
C 2.0470 -2.9066 -3.4283
C 0.0403 2.3155 1.2505
C 2.4855 -4.1823 -3.7473
C -6.4897 -0.9235 -4.4741
C -2.2079 0.6671 -3.9406
C 2.7108 -5.1061 -2.7373
C -1.9168 -2.5221 -3.8580
C -0.0334 -2.0040 4.8077
C 4.5068 2.6762 1.8362
C -3.6368 0.9095 1.3666
C 0.6094 4.2480 2.5923
C 2.5745 -1.0760 4.5595
C -0.7942 2.4204 3.5034
H 1.8672 -2.1657 -4.1922
H -6.9193 -1.5690 -5.2251
H -4.1965 -0.8234 -0.5542
H -5.6800 1.3585 -0.4556
H 0.2279 3.8494 -0.2293
H -3.2398 1.0010 -3.9938
H 0.7843 2.2317 -0.7309
H 1.7686 3.2277 0.3554
H 2.6978 -5.4197 -0.6004
H 0.3944 4.6073 3.5954
H -2.6114 4.0006 1.0058
H -1.0432 -2.3742 4.9007
H -5.3747 2.6644 -1.5874
H -0.4819 -0.7972 3.0891
H -7.5015 0.8377 -5.1578
H -1.8962 0.2434 -4.8905
H -4.2941 -2.3332 -1.5251
H -3.0174 0.0493 1.5913
H -5.3564 -2.4738 -3.5472
H -4.2911 4.0129 0.4540
H 1.6893 4.1161 2.4965
H 0.2817 4.9959 1.8686
H -1.5285 1.7146 3.1248
H -1.9474 -3.4965 -3.3715
H -0.1177 1.8896 4.1742
H -6.5758 2.2778 -3.4201
H 3.5934 -0.7454 4.4297
H -2.9927 4.5035 -0.6451
H -3.5280 1.6548 2.1488
H -1.2993 3.2183 4.0459
H -0.9782 -2.4026 -4.3932
H -1.5568 1.5026 -3.6956
H 5.0835 2.9982 0.9835
H 0.6888 -3.0948 6.5047
H 2.6603 -4.4508 -4.7778
H 3.0519 -6.1016 -2.9822
H 4.1427 3.2916 5.1369
H -4.6783 0.6013 1.3296
H 2.4563 1.5205 4.8848
H -2.7527 -2.4311 -4.5498
H 3.0131 -2.3076 6.2389
H 3.4286 1.1946 0.7205
H 5.4808 4.0249 3.1865
*
```

lowest unoccupied orbital energy (alpha / beta): -0.2070 / -0.2064 Eh
HOMO (alpha / beta): -8.484 / -8.510 eV

Here are the Löwdin charges for atoms 1 to 6, given in e: Os 1.4758; Sb 1.3487; Sb 1.4968; S 0.4703; S 0.5234; O -0.3180

***

Respective max |F| values: 0.008; 0.066; 0.032; 0.004; 0.058 Eh/bohr.